DFT (ωB97M-V/def2-TZVPD) results for the molecule C4H6FNOS.

Last column: natural (NBO) charge in e.
Geometry (Å):
O1 0.125 2.331 -0.242  -0.574
C1 -0.901 1.742 0.308  0.496
N1 -0.958 0.342 0.083  -0.603
S1 -2.429 -0.545 -0.218  0.166
C2 0.076 -0.405 -0.415  -0.090
C3 0.732 -1.330 0.728  -0.455
C4 1.381 -0.010 0.282  0.205
F1 2.562 -0.120 -0.630  -0.383
H1 -1.795 2.306 0.731  0.186
H2 -1.986 -0.751 -1.750  0.123
H3 -0.013 -0.915 -1.575  0.236
H4 0.279 -1.428 1.629  0.228
H5 1.465 -2.057 0.119  0.249
H6 1.464 0.840 0.950  0.215

Computed properties:
ΔE to the lowest compared entry with this formula, charge and spin (eV): 5.0251
Frontier orbital gap (Ha): 0.3461
E_LUMO (eV): -0.08
HOMO level (eV): -9.50
SMILES string: O=CN(S)[C@@H]1C[C@H]1F